1.
C72H69Ge2N5RuS5 as an isolated structure at a distorted geometry, computed with ωB97M-V with the def2-TZVPD basis set.

Summary:
Frontier orbital gap (spin up / spin down) in Eh: 0.231 / 0.225
DFT total energy in eV: -253033.1607
Lowest unoccupied orbital energy (spin up / spin down) in eV: 1.8 / 1.7
ΔE to the lowest compared entry with this formula, charge and spin in kcal/mol: 58.2
E_HOMO (spin up / spin down) in eV: -4.459 / -4.450
Expectation value of S²: 0.76
Net charge: -1
Multiplicity: 2

```
154
C72H69Ge2N5RuS5, DFT ωB97M-V with the def2-TZVPD basis set
Ru -0.77673 -0.96586 2.10845
N 1.43336 -4.23913 5.32777
C 0.61579 -3.32516 4.70915
S -1.04801 -3.70451 4.70747
N 1.22594 -2.23912 4.28861
N 0.67657 -1.18689 3.68934
C 1.30231 -0.03474 3.90023
C 2.33720 0.12367 4.94185
C 3.41894 -0.74866 5.06658
C 4.35960 -0.56161 6.06534
C 4.25117 0.50201 6.94876
C 3.17886 1.37502 6.83551
C 2.22672 1.18256 5.84954
C 0.80361 1.11387 3.21519
C 1.45686 2.36173 3.18519
C 0.82645 3.45422 2.65463
C -0.48422 3.31714 2.19633
C -1.04032 2.05920 2.17060
N -0.39218 0.96319 2.58116
H 1.05239 -5.16423 5.41519
H 2.42329 -4.15799 5.14874
H 3.52144 -1.55922 4.36261
H 5.19435 -1.24566 6.15141
H 4.98658 0.64077 7.73089
H 3.08226 2.20871 7.52026
H 1.37559 1.84800 5.78641
H 2.46089 2.43485 3.57584
H 1.32361 4.41330 2.60221
H -1.04036 4.16417 1.82967
H -2.05934 1.91236 1.83789
C 6.55913 -0.85867 3.50053
C 5.94669 -0.60907 2.14940
C 5.10174 0.45820 1.91630
C 4.55115 0.70000 0.65912
C 3.76667 1.95827 0.45875
C 4.79151 -0.18355 -0.39066
C 5.69183 -1.25110 -0.17868
C 6.12025 -2.19714 -1.27378
C 6.25474 -1.43590 1.07502
C 4.20037 -0.12027 -1.76963
C 5.08191 0.13025 -2.82038
C 4.80792 -0.30838 -4.10465
C 3.72839 -1.15056 -4.30254
C 2.77925 -1.32907 -3.29381
C 2.93122 -0.66305 -2.06639
Ge 1.23131 -0.16355 -1.06780
S 1.31096 -1.19996 0.86888
S -0.63020 -0.41470 -2.36176
Ge -1.44470 1.31580 -1.00120
S -2.23928 -0.31701 0.35907
S 0.87672 2.02762 -0.85021
C -3.15047 2.21024 -1.84850
C -3.24135 2.47062 -3.21841
C -4.35583 3.13974 -3.72733
C -5.37485 3.56911 -2.89975
C -5.24768 3.38649 -1.53589
C -4.12855 2.75030 -1.00076
C -4.02199 2.84009 0.48181
C -3.39432 3.96488 1.03036
C -2.68744 4.96358 0.15072
C -3.42311 4.15375 2.40782
C -4.03184 3.23629 3.25139
C -4.01030 3.41499 4.74415
C -4.67093 2.13922 2.68692
C -4.70101 1.94284 1.31455
C -5.46313 0.78888 0.73073
C -2.18997 2.17504 -4.23230
C -1.08619 3.02331 -4.35771
C -0.80427 4.08718 -3.33341
C -0.24081 2.87197 -5.45102
C -0.49083 1.93254 -6.43706
C 0.41150 1.80355 -7.63295
C -1.57649 1.07869 -6.28174
C -2.41129 1.16716 -5.17910
C -3.50134 0.15683 -4.95136
C 1.72913 -2.36902 -3.49031
C 0.83489 -2.29740 -4.56331
C 0.82460 -1.11568 -5.48687
C -0.08214 -3.31974 -4.76843
C -0.11455 -4.43899 -3.95404
C -1.14816 -5.51371 -4.15089
C 0.81060 -4.52279 -2.92369
C 1.72224 -3.50797 -2.66477
C 2.71087 -3.69964 -1.54652
H 6.17493 -0.15669 4.23909
H 7.64493 -0.75349 3.45197
H 6.34111 -1.87459 3.83355
H 4.85588 1.13884 2.72473
H 4.34052 2.82094 0.80432
H 2.83611 1.93000 1.02795
H 3.51881 2.10464 -0.59086
H 5.33466 -2.36231 -2.00536
H 6.41356 -3.15638 -0.84710
H 6.98264 -1.78874 -1.80551
H 6.95065 -2.25567 1.22115
H 6.01203 0.64300 -2.60488
H 5.48467 -0.08202 -4.91886
H 3.60572 -1.67165 -5.24397
H -4.40064 3.33988 -4.79110
H -6.23448 4.08673 -3.30680
H -5.99621 3.77453 -0.85573
H -1.77055 4.52125 -0.24725
H -2.42589 5.85831 0.71544
H -3.30969 5.25180 -0.69678
H -2.95718 5.03548 2.83543
H -3.59973 4.38569 5.02076
H -3.39723 2.63828 5.20562
H -5.01656 3.32785 5.15598
H -5.16465 1.42213 3.32993
H -5.97343 0.23198 1.51471
H -4.78059 0.11329 0.21775
H -6.19443 1.14061 0.00038
H -1.69304 4.68755 -3.13345
H 0.00290 4.74065 -3.65941
H -0.49874 3.62519 -2.39187
H 0.62266 3.52041 -5.54597
H 1.05723 2.67517 -7.73046
H -0.17153 1.69488 -8.54813
H 1.04282 0.91855 -7.53018
H -1.77231 0.33017 -7.04217
H -3.62416 -0.49501 -5.81528
H -4.45277 0.63513 -4.72174
H -3.22813 -0.45608 -4.08824
H 1.29779 -0.25328 -5.02398
H -0.20087 -0.85023 -5.71832
H 1.34670 -1.34761 -6.42003
H -0.79050 -3.22956 -5.58527
H -1.34986 -5.67124 -5.21044
H -2.08164 -5.21283 -3.66950
H -0.83276 -6.45807 -3.70734
H 0.82047 -5.41363 -2.30551
H 2.54455 -4.65726 -1.05352
H 2.63251 -2.91307 -0.79609
H 3.73069 -3.68792 -1.93225
C -1.45187 -4.77513 0.20508
C -2.81936 -4.92459 0.37956
C -3.47977 -4.04115 1.20938
C -2.77814 -3.00900 1.82371
N -1.45345 -2.83311 1.58480
C -0.81376 -3.71513 0.81963
C -3.33110 -2.08945 2.81743
C -4.58466 -2.24114 3.40091
C -4.95865 -1.41878 4.45165
C -4.07774 -0.45497 4.92342
C -2.83833 -0.27722 4.32267
C -2.45072 -1.08119 3.25893
H -0.88151 -5.45083 -0.41341
H -3.35193 -5.72736 -0.11343
H -4.54137 -4.14427 1.37863
H 0.25185 -3.57091 0.70104
H -5.25941 -3.01356 3.05154
H -5.93270 -1.53964 4.91047
H -4.36867 0.16554 5.76412
H -2.16085 0.48378 4.69774
```

---

2.
A 9-piece molecular cluster, C73H145Cl3N8O8 overall at a distorted geometry, computed with ωB97M-V with the def2-TZVPD basis set.

Summary:
Frontier orbital gap (spin up / spin down) in Eh: 0.320 / 0.335
DFT total energy in eV: -143897.8707
Lowest unoccupied orbital energy (spin up / spin down) in eV: -0.1 / -0.6
E_HOMO (spin up / spin down) in eV: -8.841 / -9.692
Expectation value of S²: 20.04
Multiplicity: 9

```
237
C73H145Cl3N8O8, DFT ωB97M-V with the def2-TZVPD basis set
C 10.73135 -0.82182 2.26532
Cl 9.16744 -0.14282 1.69462
Cl 10.65919 -2.57058 2.64133
Cl 11.29772 -0.00989 3.75403
H 11.44814 -0.67609 1.45718
C 0.60730 -6.67522 -0.06822
C 0.80499 -8.27358 0.05551
C 1.01232 -8.54401 1.57407
C 1.03512 -9.97891 1.94281
C -0.30693 -10.65039 1.52759
C -0.57784 -10.46268 0.05851
N -0.38013 -9.03806 -0.37667
O -0.87259 -8.69820 -1.73963
C 0.22745 -11.53387 -0.76807
C -2.07870 -10.92937 0.02291
C 2.11577 -8.54279 -0.74139
H 0.36527 -6.38685 -1.09114
H 1.56448 -6.20287 0.15268
H -0.21639 -6.37272 0.57840
H 1.95417 -8.06085 1.83398
H 0.14344 -8.14701 2.09900
H 1.07372 -9.95138 3.03178
H 1.85113 -10.58693 1.55226
H -1.14940 -10.24183 2.08564
H -0.23745 -11.71934 1.72912
H -0.09340 -11.52021 -1.80969
H 1.30691 -11.38657 -0.80267
H -0.06916 -12.50665 -0.37587
H -2.51086 -10.90373 -0.97743
H -2.14323 -11.97438 0.32606
H -2.69697 -10.30220 0.66517
H 1.86413 -8.50309 -1.80120
H 2.66485 -9.43751 -0.44797
H 2.85759 -7.78553 -0.48770
C -6.16388 5.41437 -6.14958
C -6.61901 5.47615 -7.61748
C -7.18230 4.14318 -8.08764
C -8.53163 3.81059 -7.49855
C -9.55380 4.87931 -7.62900
C -9.06437 6.28863 -7.19958
N -7.68040 6.56068 -7.74289
O -7.21133 7.98090 -7.64163
C -10.03381 7.40962 -7.71346
C -9.13952 6.21523 -5.64040
C -5.43847 5.86486 -8.57208
H -5.18354 4.93798 -6.14066
H -6.66328 4.76564 -5.42996
H -6.14322 6.37761 -5.63982
H -7.36269 4.14824 -9.16260
H -6.52208 3.33535 -7.77200
H -8.41849 3.59962 -6.43517
H -8.82889 2.83097 -7.87282
H -10.33388 4.59268 -6.92372
H -9.90940 4.88257 -8.65936
H -10.02711 7.55042 -8.79431
H -11.07526 7.13043 -7.55371
H -9.93374 8.41845 -7.31305
H -8.81097 7.12880 -5.14488
H -10.18788 6.17621 -5.34456
H -8.62354 5.35400 -5.21598
H -4.83568 6.68864 -8.18982
H -5.90158 6.25706 -9.47752
H -4.89284 4.97102 -8.87449
C -9.77695 11.86291 2.03215
C -10.28079 10.35874 2.32221
C -10.73530 9.77395 0.93989
C -11.10370 8.30936 0.94177
C -9.96308 7.48424 1.43716
C -9.35920 8.01512 2.78045
N -9.17190 9.47282 2.78006
O -8.33721 10.04340 3.85195
C -10.22601 7.47198 3.93981
C -8.05346 7.19942 2.93376
C -11.56345 10.36895 3.14277
H -9.28707 12.32836 2.88740
H -10.71134 12.40189 1.87555
H -9.04974 11.80034 1.22261
H -11.51759 10.40946 0.52486
H -9.87422 9.88051 0.28014
H -11.28127 8.11202 -0.11541
H -12.06416 8.12776 1.42409
H -9.24324 7.39705 0.62332
H -10.19518 6.42330 1.53015
H -9.88220 8.01145 4.82235
H -11.27006 7.71660 3.74429
H -10.20200 6.39324 4.09420
H -7.37613 7.41786 2.10817
H -7.57606 7.41768 3.88904
H -8.24333 6.13014 3.02689
H -12.26691 11.01144 2.61320
H -11.30087 10.77619 4.11914
H -12.12293 9.43490 3.19406
C -1.61026 3.61142 -0.86167
C -0.74306 2.70425 0.07767
C -1.52131 1.27414 0.23256
C -0.65684 0.34755 1.02968
C 0.65905 0.12322 0.29925
C 1.47969 1.44065 0.18742
N 0.64848 2.44791 -0.44966
O 1.37465 3.54933 -1.04355
C 2.10878 1.79812 1.53948
C 2.64962 0.98093 -0.71154
C -0.90265 3.47954 1.40142
H -2.67510 3.75120 -0.67545
H -1.53752 3.19303 -1.86554
H -1.13997 4.59270 -0.92499
H -2.43633 1.39153 0.81313
H -1.62790 0.89984 -0.78559
H -1.24429 -0.56732 1.10720
H -0.35732 0.70693 2.01418
H 0.56421 -0.31147 -0.69581
H 1.26438 -0.60694 0.83641
H 2.71357 1.05860 2.06431
H 2.79905 2.59879 1.27386
H 1.31366 2.21223 2.15947
H 3.25193 0.23429 -0.19400
H 2.54953 0.70027 -1.76002
H 3.29746 1.85570 -0.76793
H -0.66814 2.94399 2.32136
H -1.90482 3.89193 1.51843
H -0.28138 4.36858 1.29316
C 4.28442 -6.28329 7.49476
C 4.23026 -4.75688 7.61722
C 3.26914 -4.16296 6.48569
C 1.81034 -4.31820 6.69491
C 1.42607 -3.82385 8.10816
C 2.24717 -4.41296 9.25335
N 3.68682 -4.25641 8.91184
O 4.63699 -4.19771 10.01943
C 1.81774 -3.66927 10.52437
C 1.89598 -5.89690 9.49018
C 5.53102 -4.12711 7.22075
H 4.66800 -6.74523 8.40447
H 4.95957 -6.65764 6.72526
H 3.32334 -6.75090 7.28080
H 3.40378 -3.09290 6.64367
H 3.53448 -4.46799 5.47344
H 1.47579 -5.34788 6.56860
H 1.30201 -3.80600 5.87800
H 0.36912 -4.08964 8.12567
H 1.52332 -2.74231 8.01383
H 2.26826 -4.14184 11.39719
H 2.19091 -2.65758 10.36519
H 0.73050 -3.68141 10.60087
H 1.08247 -6.06840 10.19509
H 1.65904 -6.44267 8.57689
H 2.78323 -6.41245 9.85774
H 5.60821 -3.04079 7.26629
H 5.91525 -4.47547 6.26205
H 6.27176 -4.38688 7.97702
C 11.07246 -5.72582 -7.46252
C 10.33158 -5.58399 -6.06170
C 11.38652 -5.55585 -4.98000
C 10.92599 -5.24748 -3.58316
C 10.28282 -3.94662 -3.53246
C 9.05067 -3.84871 -4.52457
N 9.55713 -4.32507 -5.88077
O 8.62755 -4.04837 -6.89754
C 7.90495 -4.61361 -3.90146
C 8.82785 -2.27169 -4.50728
C 9.44701 -6.84472 -5.90570
H 10.38061 -6.02329 -8.25053
H 11.93161 -6.39438 -7.40790
H 11.49053 -4.73291 -7.62821
H 11.77889 -6.57268 -4.99427
H 12.17123 -4.87709 -5.31410
H 11.83354 -5.10902 -2.99556
H 10.18235 -5.96045 -3.22710
H 10.96417 -3.13813 -3.79741
H 10.00366 -3.73589 -2.50010
H 8.09120 -5.65812 -3.65166
H 7.59713 -4.08772 -2.99769
H 7.05226 -4.43796 -4.55733
H 8.73769 -1.86842 -3.49864
H 9.48216 -1.65464 -5.12310
H 7.83713 -2.18900 -4.95419
H 8.60596 -6.74135 -6.59129
H 9.09813 -6.94215 -4.87765
H 10.11250 -7.69413 -6.05968
C -7.16608 -4.65515 6.31407
C -6.88596 -4.31380 4.83798
C -6.41653 -5.64965 4.20999
C -6.14655 -5.46248 2.70256
C -7.50822 -5.02747 2.06668
C -8.16033 -3.78148 2.66366
N -8.11674 -3.78360 4.13847
O -8.80928 -2.71092 4.78180
C -7.46979 -2.53544 2.04953
C -9.64727 -3.88414 2.12787
C -5.66691 -3.25479 4.89090
H -6.59917 -5.51162 6.67903
H -8.21977 -4.90636 6.43536
H -7.03336 -3.87283 7.06137
H -5.46844 -5.96331 4.64685
H -7.25007 -6.30621 4.45948
H -5.82428 -6.44272 2.35130
H -5.34067 -4.79661 2.39390
H -8.11156 -5.92698 2.18902
H -7.34127 -4.98850 0.99024
H -7.51386 -2.59364 0.96197
H -7.83002 -1.56722 2.39717
H -6.42020 -2.46450 2.33488
H -9.68802 -3.94695 1.04044
H -10.12737 -4.76068 2.56294
H -10.20326 -2.97366 2.35150
H -4.76734 -3.74177 5.26736
H -5.99172 -2.52684 5.63432
H -5.33726 -2.91154 3.91028
C 12.36751 5.28310 -3.55013
C 11.07768 6.12401 -3.48859
C 9.92011 5.09018 -3.37979
C 8.50053 5.69893 -3.15536
C 8.56114 6.50489 -1.89470
C 9.66663 7.60975 -1.91989
N 11.00120 7.04821 -2.34989
O 12.12283 7.95808 -2.31152
C 9.13428 8.75245 -2.81575
C 9.77523 8.20132 -0.48016
C 10.87705 6.81438 -4.87020
H 13.16993 5.99398 -3.74727
H 12.20833 4.54568 -4.33688
H 12.53406 4.72092 -2.63126
H 9.86831 4.48852 -4.28722
H 10.09295 4.36108 -2.58819
H 7.74658 4.91267 -3.19309
H 8.23621 6.36082 -3.98006
H 8.69366 5.82349 -1.05433
H 7.55765 6.89333 -1.72085
H 9.03675 8.50520 -3.87283
H 8.16628 9.09257 -2.44779
H 9.76236 9.64273 -2.78399
H 10.50290 9.00507 -0.36799
H 8.83132 8.53103 -0.04610
H 10.07900 7.45695 0.25585
H 9.81089 6.87431 -5.08885
H 11.24938 6.06557 -5.56931
H 11.36204 7.77058 -5.06668
```